No. 1
17
Properties=species:S:1:pos:R:3:nbo_charge:R:1 method="wB97M-V/def2-TZVPD" total_charge=0 total_energy_ev=-8321.8334 smiles="C[C@H]1N[C@H]1C1=CN1.[H][H]" molar_mass_g_mol=98.149 e_homo_ev=-8.10 e_lumo_ha=0.043
N -0.71 1.62 -0.07 -0.65
N -0.95 -1.79 0.40 -0.55
C 1.12 -0.66 1.50 -0.64
C -1.38 1.32 -1.38 -0.09
C 0.49 -1.54 0.45 -0.05
C -0.32 -1.04 -0.71 -0.15
C -0.75 0.34 -0.84 0.15
H 1.41 1.38 -1.55 -0.01
H -1.43 -1.12 1.00 0.34
H 1.06 -1.15 2.48 0.21
H 2.18 -0.51 1.27 0.22
H 0.87 1.79 -1.85 0.01
H -2.02 1.78 -2.10 0.23
H 0.65 0.33 1.56 0.23
H 1.05 -2.45 0.24 0.20
H -1.37 1.59 0.71 0.31
H -0.26 -1.58 -1.65 0.22


No. 2
17
Properties=species:S:1:pos:R:3:nbo_charge:R:1 method="wB97M-V/def2-TZVPD" total_charge=0 total_energy_ev=-8321.8936 molar_mass_g_mol=98.149 e_homo_ev=-7.24 e_lumo_ha=0.027
N 0.59 1.34 1.06 -0.59
N -0.50 -1.03 -0.44 -0.52
C 0.78 0.30 2.07 -0.28
C -1.32 -0.41 0.59 -0.39
C -0.62 -0.26 -1.48 0.13
C -0.56 0.55 1.48 -0.09
C 0.52 -0.08 -2.44 -0.72
H -1.60 0.29 -0.74 0.28
H 0.80 0.98 -2.35 0.25
H 0.95 1.03 0.16 0.33
H 0.19 -0.22 -3.47 0.24
H -1.25 1.15 2.09 0.20
H -1.87 -1.13 1.20 0.18
H 1.28 -0.63 1.77 0.17
H 1.39 -0.70 -2.20 0.20
H 0.16 -1.82 -0.34 0.39
H 1.07 0.65 3.06 0.19